1.
Density functional theory data (ωB97M-V/def2-TZVPD) for a 8-piece molecular cluster, C16H44BCl3F4N4 overall at a distorted geometry.

```
! RIJCOSX wB97M-V def2-TZVPD def2/J DEFGRID3
* xyz 0 1
N -2.320 -9.868 8.315
H -1.782 -9.792 9.166
H -2.649 -8.937 8.099
H -3.042 -10.573 8.353
H -1.743 -10.184 7.549
N -2.157 -6.710 10.740
H -2.594 -6.139 11.450
H -1.262 -6.305 10.505
H -2.705 -6.722 9.891
H -2.066 -7.618 11.171
C -0.517 -5.202 7.532
C 0.530 -5.359 6.328
C 0.032 -6.638 5.458
N 0.668 -6.789 4.053
C 2.141 -7.083 4.164
C 0.360 -5.489 3.238
C 0.469 -5.939 1.736
C 0.330 -7.462 1.710
C 0.070 -7.872 3.168
H -1.445 -4.720 7.222
H -0.131 -4.811 8.474
H -0.719 -6.175 7.978
H 1.592 -5.541 6.493
H 0.464 -4.455 5.722
H -1.029 -6.561 5.219
H 0.274 -7.606 5.897
H 2.644 -6.879 3.218
H 2.303 -8.108 4.500
H 2.641 -6.395 4.845
H 1.136 -4.748 3.431
H -0.518 -4.938 3.575
H 1.481 -5.636 1.467
H -0.307 -5.505 1.107
H 1.150 -8.065 1.321
H -0.540 -7.676 1.088
H 0.492 -8.813 3.519
H -0.986 -7.634 3.301
C 2.261 -4.695 16.339
C 1.397 -5.589 15.444
C 0.715 -6.797 16.130
N -0.093 -7.716 15.198
C 0.836 -8.304 14.088
C -1.224 -6.901 14.526
C -2.448 -7.720 14.446
C -2.142 -8.998 15.110
C -0.906 -8.805 16.034
H 2.555 -3.778 15.828
H 3.134 -5.232 16.710
H 1.673 -4.283 17.160
H 2.216 -5.930 14.811
H 0.669 -5.005 14.881
H -0.032 -6.461 16.849
H 1.448 -7.484 16.554
H 0.274 -8.739 13.262
H 1.526 -9.007 14.555
H 1.457 -7.534 13.629
H -0.974 -6.442 13.569
H -1.501 -6.057 15.158
H -2.751 -7.788 13.401
H -3.203 -7.167 15.004
H -1.827 -9.683 14.322
H -2.983 -9.441 15.642
H -0.277 -9.679 16.200
H -1.103 -8.301 16.980
Cl -3.816 -7.009 8.016
Cl -1.147 -9.917 11.146
Cl 0.605 -5.451 11.267
B -4.364 -5.062 12.533
F -5.094 -3.983 13.094
F -2.982 -4.942 12.684
F -4.724 -6.249 13.173
F -4.626 -5.184 11.193
*
```

Its HOMO energy is -7.302 eV. For the LUMO energy, the calculation gives -0.75 eV. The energy relative to the best compared isomer or geometry (same formula, charge and spin) comes out at 44.2 kJ/mol. For the total energy, the calculation gives -2660.1054 hartree.



2.
Density functional theory data (ωB97M-V/def2-TZVPD) for C18H33BrF6NbO4S as an isolated structure at a distorted geometry.

```
! RIJCOSX wB97M-V def2-TZVPD def2/J DEFGRID3
* xyz -1 1
C 3.277 0.518 4.710
C 2.149 1.002 3.828
Nb 1.255 -0.501 2.307
C 3.390 -1.168 1.800
Br 0.995 -2.214 4.293
C -0.845 0.274 2.798
C -2.034 -0.848 2.675
C -3.422 -0.098 3.230
C -4.663 -1.083 2.812
C 0.515 -1.958 0.721
C 0.660 -3.546 1.101
C -0.819 -4.216 1.496
S -0.809 -5.161 3.113
H 3.127 0.387 5.867
H 4.335 0.198 4.262
H 1.763 2.103 3.953
H 1.347 0.842 1.045
H 3.867 -1.906 2.573
H 3.316 -1.687 0.727
H 4.047 -0.190 1.610
H -0.817 0.600 3.946
H -1.064 1.270 2.191
H -2.288 -1.181 1.576
H -1.834 -1.748 3.411
H -3.338 0.126 4.387
H -3.547 0.898 2.587
H -5.606 -0.733 3.410
H -4.322 -2.184 3.027
H -4.915 -0.974 1.673
H -0.592 -1.751 0.332
H 1.203 -1.785 -0.239
H 0.970 -4.100 0.090
H 1.501 -3.802 1.872
H -1.124 -4.998 0.648
H -1.596 -3.342 1.432
H 0.481 -5.665 3.422
C 5.084 4.521 -2.057
C 5.232 3.021 -1.874
O 4.001 2.439 -1.415
C 3.033 2.253 -2.369
O 3.171 2.553 -3.552
C 1.797 1.591 -1.762
F 1.400 2.184 -0.598
F 2.010 0.277 -1.464
F 0.715 1.623 -2.590
H 4.726 4.986 -1.133
H 6.041 4.972 -2.335
H 4.353 4.756 -2.834
H 5.985 2.819 -1.103
H 5.572 2.530 -2.793
C -1.859 0.548 -2.958
C -2.684 1.621 -3.645
O -3.263 1.120 -4.861
C -4.371 0.326 -4.715
O -4.869 0.038 -3.630
C -4.910 -0.103 -6.079
F -3.933 -0.569 -6.909
F -5.512 0.926 -6.742
F -5.839 -1.097 -5.995
H -1.103 0.149 -3.642
H -1.360 0.952 -2.073
H -2.483 -0.294 -2.648
H -2.033 2.458 -3.925
H -3.461 2.024 -2.985
*
```

Its HOMO energy is -4.045 eV. For the LUMO energy, the calculation gives 2.28 eV. The energy relative to the best compared isomer or geometry (same formula, charge and spin) comes out at 496.5 kJ/mol. For the total energy, the calculation gives -4634.6588 hartree.



3.
Density functional theory data (ωB97M-V/def2-TZVPD) for C7H6NO6Ru as an isolated structure at a distorted geometry.

```
! RIJCOSX wB97M-V def2-TZVPD def2/J DEFGRID3
* xyz 2 6
O -2.211 -3.591 1.694
C -1.793 -2.703 1.098
Ru -0.039 -0.458 -0.060
O 0.988 -2.844 1.589
C 0.584 -1.946 0.986
C 1.597 0.357 -0.565
O 2.626 0.831 -0.804
C -1.456 1.023 -0.491
O -1.712 2.096 -0.860
C -0.253 -1.272 -1.731
O -0.389 -1.673 -2.806
H -2.024 0.139 -0.089
C 0.424 2.360 3.838
C 0.424 2.027 2.370
N 0.742 2.999 1.502
O 0.130 0.852 2.029
H 0.718 3.403 4.038
H 1.128 1.697 4.376
H -0.580 2.199 4.272
H 0.768 2.768 0.518
H 0.978 3.932 1.832
*
```

Its HOMO energy (alpha / beta) is -15.394 / -18.965 eV. For the LUMO energy (alpha / beta), the calculation gives -7.63 / -13.18 eV. The energy relative to the best compared isomer or geometry (same formula, charge and spin) comes out at 0.0 kJ/mol. Its expectation value of S² is 8.775. For the total energy, the calculation gives -870.5038 hartree.



4.
Density functional theory data (ωB97M-V/def2-TZVPD) for one molecule with the formula C2H2Cl2FNO at a distorted geometry.

```
! RIJCOSX wB97M-V def2-TZVPD def2/J DEFGRID3
* xyz 0 1
C 1.719 -0.823 -0.004
C -1.663 1.234 -0.152
N 0.880 -1.522 0.474
O -0.337 -1.600 0.309
F -2.602 1.229 0.851
Cl 1.592 0.768 -0.985
Cl -1.388 -0.279 -0.829
H 2.778 -1.022 0.217
H -0.978 2.014 0.118
*
```

Its HOMO energy (alpha / beta) is -9.265 / -8.673 eV. For the LUMO energy (alpha / beta), the calculation gives -0.36 / -1.15 eV. The energy relative to the best compared isomer or geometry (same formula, charge and spin) comes out at 632.1 kJ/mol. For the total energy, the calculation gives -1227.4200 hartree.



Question: Which formula does entry 1 have?
Answer: C16H44BCl3F4N4



Question: Among the records above, which one has the highest energy relative to the best compared isomer or geometry (same formula, charge and spin)?
Answer: C2H2Cl2FNO